Entry 1:
The following is a quantum chemistry calculation of a cluster of 2 separate species, CH8NO in total, from the OMol25 dataset.

The geometry in ORCA input format:
```
! wB97M-V def2-TZVPD RIJCOSX def2/J DEFGRID3
* xyz 2 2
N 1.254 -0.173 -1.621
H 2.030 -0.332 -2.274
H 0.398 0.028 -2.152
H 1.464 0.636 -1.020
H 0.979 -0.813 -0.879
C -1.030 -0.120 1.651
O -0.767 0.329 0.356
H -0.516 -1.085 1.599
H -2.099 -0.073 1.866
H -0.410 0.481 2.378
H -1.304 1.122 0.095
*
```

## Properties
Gap between HOMO and LUMO (alpha / beta) = 15.6055 / 9.2890 eV

***

Entry 2:
The following is a quantum chemistry calculation of a cluster of 2 separate species, CH8NO in total, from the OMol25 dataset.

The geometry in ORCA input format:
```
! wB97M-V def2-TZVPD RIJCOSX def2/J DEFGRID3
* xyz 2 2
O -1.505 -0.519 1.218
H -0.839 -1.034 1.681
H -0.722 0.358 0.291
H -2.236 -1.139 1.140
C 1.057 -0.166 -0.759
N 0.055 0.971 -0.268
H 0.684 -0.501 -1.711
H 1.003 -1.098 -0.081
H 2.085 0.180 -0.798
H 0.695 1.512 0.320
H -0.276 1.437 -1.033
*
```

## Properties
Gap between HOMO and LUMO (alpha / beta) = 14.9730 / 5.2788 eV

***

Entry 3:
The following is a quantum chemistry calculation of a cluster of 3 separate species, CH8NO2 in total, from the OMol25 dataset.

The geometry in ORCA input format:
```
! wB97M-V def2-TZVPD RIJCOSX def2/J DEFGRID3
* xyz 1 1
C 1.069 -0.809 -1.299
N -0.122 -0.340 -1.302
H 1.625 -0.918 -0.360
H 1.636 -1.212 -2.141
H -0.695 -0.666 -2.083
H -0.385 0.446 -0.624
H -0.383 2.020 1.014
H -1.804 1.746 0.561
O -0.887 1.670 0.270
H 0.471 -0.481 2.563
H -0.739 -0.656 1.713
O 0.216 -0.800 1.688
*
```

## Properties
Gap between HOMO and LUMO = 10.5867 eV

***

Entry 4:
The following is a quantum chemistry calculation of a cluster of 3 separate species, CH8NO2 in total, from the OMol25 dataset.

The geometry in ORCA input format:
```
! wB97M-V def2-TZVPD RIJCOSX def2/J DEFGRID3
* xyz 1 1
C -0.233 -0.337 -0.320
N 0.681 0.186 0.398
H -1.186 -0.730 0.039
H 0.014 -0.774 -1.286
H 1.683 0.004 0.328
H 0.344 0.681 1.224
H 3.309 2.248 0.778
H 4.263 1.113 0.455
O 3.334 1.351 0.429
H -4.486 -0.905 -1.263
H -4.017 -1.689 -0.012
O -3.706 -1.147 -0.772
*
```

## Properties
Gap between HOMO and LUMO = 9.2696 eV

***

Entry 5:
The following is a quantum chemistry calculation of a cluster of 2 separate species, CH8NO2 in total, from the OMol25 dataset.

The geometry in ORCA input format:
```
! wB97M-V def2-TZVPD RIJCOSX def2/J DEFGRID3
* xyz 1 1
O 1.786 -1.941 -1.673
H 0.557 -0.659 0.119
H 2.383 -2.708 -1.740
H 1.955 -1.460 -2.504
N 0.154 0.256 0.367
C -1.377 0.603 0.659
O -1.333 1.907 1.020
H 0.396 0.891 -0.403
H 0.727 0.656 1.104
H -1.906 0.486 -0.284
H -1.693 -0.105 1.425
H -1.650 2.075 1.911
*
```

## Properties
Gap between HOMO and LUMO = 11.9806 eV

***

Entry 6:
The following is a quantum chemistry calculation of a cluster of 3 separate species, CH8NO3 in total, from the OMol25 dataset.

The geometry in ORCA input format:
```
! wB97M-V def2-TZVPD RIJCOSX def2/J DEFGRID3
* xyz 0 2
N -2.176 -1.141 0.271
C -1.052 -0.536 -0.447
O 0.120 -0.259 0.175
H -2.045 -2.139 0.424
H -2.061 -0.782 1.217
H -0.864 -1.066 -1.397
H -1.501 0.440 -0.642
H 1.039 1.104 1.196
H 1.406 2.526 1.495
O 1.814 1.652 1.482
H 1.148 -0.269 -0.934
H 2.208 0.686 -1.296
O 1.964 -0.215 -1.544
*
```

## Properties
Gap between HOMO and LUMO (alpha / beta) = 11.2066 / 7.4253 eV

***

Strongest force on any atom (eV Å⁻¹)
2.35, 6.74, 1.44, 2.51, 1.35, 2.44